[1]
ORCA calculation (ωB97M-V with the def2-TZVPD basis set) on a molecular structure, C53H75As2F27N5O10 in a non-equilibrium geometry.

Properties
Total charge: 0
Spin multiplicity: 2
Kohn-Sham gap (spin up / spin down) in eV: 7.778 / 4.152
<S²>: 0.766

Positions of all 172 atoms, in Å:
1 H 6.24 23.17 -3.70
2 C -5.24 17.80 -9.27
3 H 2.45 16.33 -6.68
4 H -3.10 18.14 -1.29
5 C 2.05 19.64 0.08
6 O -3.99 17.80 -9.28
7 C -4.92 19.00 -1.91
8 O -1.46 11.31 -5.71
9 N 2.25 20.97 -0.18
10 O -1.53 11.87 -8.02
11 H 1.80 22.97 -3.19
12 H -2.70 19.31 -5.55
13 C 5.55 14.35 -8.68
14 C 1.74 13.83 -8.33
15 F 1.67 13.45 -9.58
16 F 6.17 18.47 -5.83
17 C 4.16 26.90 -7.67
18 H -5.21 22.22 -2.99
19 F 4.27 18.14 -10.99
20 C 3.68 26.78 -6.38
21 F 0.64 24.82 -1.40
22 H 3.43 18.27 -8.35
23 H 5.60 25.78 -8.67
24 C -1.27 17.25 2.45
25 H 0.68 21.92 -5.10
26 F 2.80 18.93 -12.85
27 C -4.76 21.35 -2.54
28 H -0.35 18.81 -3.67
29 F 2.01 15.39 -1.67
30 F 4.48 20.81 -10.23
31 H -4.43 19.16 -12.08
32 F 0.16 28.33 -2.17
33 H 6.02 20.95 -7.34
34 H 1.50 17.40 -4.59
35 C 3.21 14.01 -7.79
36 O 3.50 14.06 -6.62
37 H 8.49 21.97 -7.09
38 H -2.58 18.78 -3.89
39 H 5.79 13.30 -5.69
40 C 2.96 17.27 -6.46
41 F -0.61 14.01 -5.70
42 C 7.84 22.73 -5.12
43 H -0.89 20.21 -4.50
44 C -3.43 21.42 -2.07
45 H -3.44 10.20 -8.74
46 H -2.98 22.39 -2.21
47 C 2.55 19.58 -6.83
48 F 0.31 14.08 -1.00
49 O 4.08 14.09 -8.80
50 F 2.91 21.30 -12.02
51 H 2.88 27.33 -5.89
52 F -5.64 16.91 -7.16
53 C -5.52 20.17 -2.47
54 H 3.70 22.05 -1.19
55 F 2.27 26.83 -1.89
56 C 6.40 13.05 -8.90
57 F 6.67 19.11 -3.81
58 H 1.92 23.93 -4.55
59 H 3.13 18.15 -4.45
60 C -1.65 13.67 -6.37
61 C -2.12 18.68 -4.88
62 H 0.74 25.17 -7.22
63 H 3.16 24.62 -7.37
64 N 6.59 22.71 -4.53
65 C -0.69 19.15 -4.65
66 C 6.30 14.70 -4.16
67 H -2.05 16.61 2.86
68 H -0.44 10.04 -7.89
69 N 5.14 26.02 -7.81
70 C -2.84 20.28 -1.49
71 C 1.77 21.89 -5.07
72 H 0.16 18.32 -6.43
73 H -0.70 18.30 0.52
74 C 2.31 17.90 -5.12
75 C -2.56 9.77 -8.27
76 C -5.53 17.51 -11.68
77 C 1.10 24.28 -7.71
78 H -0.62 23.24 -8.71
79 H 4.45 25.51 -4.72
80 C -1.27 10.53 -8.41
81 F -5.66 19.15 -7.42
82 C -1.22 17.41 0.88
83 H 7.37 12.97 -5.03
84 C -3.58 19.09 -1.46
85 H 0.18 20.11 -6.52
86 As 0.44 26.61 -1.85
87 F 5.07 19.97 -12.60
88 O 6.28 16.05 -4.64
89 As 3.65 19.76 -11.47
90 F 1.08 14.98 -8.25
91 H 3.72 22.39 -8.69
92 H -1.60 16.84 -6.02
93 H 7.14 14.34 -6.16
94 C 2.73 18.25 -7.51
95 F 1.07 12.97 -7.58
96 C 0.65 15.26 -1.55
97 H 5.36 14.33 -3.75
98 C 4.48 25.83 -5.75
99 H 8.70 23.27 -4.74
100 F 0.51 26.89 -0.03
101 C 6.47 21.48 -6.51
102 C 6.71 13.78 -5.34
103 H 7.07 14.61 -3.40
104 H 3.54 19.97 -6.61
105 H -4.72 16.82 -11.47
106 H 1.74 21.74 0.23
107 F -2.66 14.01 -5.57
108 F 2.25 19.50 -10.32
109 C 2.29 22.97 -4.17
110 H 3.13 17.83 -0.64
111 F 8.29 19.04 -5.24
112 O -5.99 17.79 -10.32
113 C 2.11 20.39 -4.50
114 H 2.04 20.33 -7.44
115 H 2.08 22.03 -6.10
116 C 7.31 16.95 -4.41
117 C 3.37 21.04 -1.01
118 F -7.31 17.89 -8.21
119 H -2.86 9.68 -7.23
120 H 3.99 16.97 -6.26
121 H 6.50 12.93 -9.98
122 H 5.86 24.39 -6.81
123 H 3.18 20.24 -4.34
124 N 1.81 19.31 -5.52
125 C -1.53 12.14 -6.67
126 H 4.67 19.53 -1.97
127 N 2.48 23.99 -7.77
128 H -0.31 16.96 2.87
129 H -2.21 16.49 -4.43
130 H -6.55 20.09 -2.80
131 F 0.64 26.34 -3.65
132 C 3.79 19.75 -1.38
133 H -3.36 16.95 -5.59
134 H -5.63 18.19 -1.95
135 H 3.93 27.58 -8.48
136 C 2.98 18.90 -0.63
137 F 0.40 15.12 -2.84
138 C -5.29 18.70 -12.57
139 C 2.76 22.87 -8.56
140 C 0.31 19.24 -5.87
141 H 5.80 14.74 -7.69
142 H 3.34 23.15 -3.98
143 C 7.16 18.43 -4.85
144 C -2.33 17.15 -5.28
145 H -1.10 10.45 -9.48
146 H -2.23 17.42 0.47
147 H 7.42 13.16 -8.52
148 H 5.96 12.17 -8.43
149 C 0.44 23.29 -8.51
150 C 5.17 25.21 -6.75
151 C 1.42 22.46 -8.96
152 H 6.00 14.95 -9.47
153 F -1.78 14.38 -7.55
154 F -1.28 26.31 -1.88
155 H 1.21 19.23 0.62
156 H -5.02 18.47 -13.60
157 O -0.54 16.32 0.28
158 H -2.41 8.75 -8.60
159 H -1.26 18.26 2.86
160 O -0.17 17.46 -1.75
161 H -6.10 19.43 -12.53
162 H 1.51 20.17 -3.61
163 O 8.45 16.52 -4.03
164 H 1.12 21.59 -9.53
165 C -6.02 17.95 -7.95
166 C 5.80 21.97 -5.41
167 C -0.11 16.48 -1.00
168 H 1.75 18.10 -7.98
169 H 4.82 21.66 -5.09
170 C 7.70 22.05 -6.36
171 H -6.29 16.87 -12.12
172 H -1.81 20.33 -1.15

---

[2]
ORCA calculation (ωB97M-V with the def2-TZVPD basis set) on a molecular structure, C53H82AsBrGe2O2PtSSi3 in a non-equilibrium geometry.

Properties
Total charge: +1
Spin multiplicity: 2
Kohn-Sham gap (spin up / spin down) in eV: 6.564 / 6.482
<S²>: 0.759
Energy above the lowest of the compared OMol25 structures with the same formula, charge and spin in kJ/mol: 0.0

Positions of all 146 atoms, in Å:
1 C -6.27 1.67 3.37
2 C 2.10 -4.54 -3.79
3 C 1.13 -1.34 -1.97
4 C 2.88 1.32 -4.27
5 H 2.49 1.98 -5.06
6 C -4.71 -0.97 0.38
7 H 4.18 4.30 -1.96
8 H 2.22 0.47 -4.18
9 H 0.16 3.82 -5.28
10 H 3.23 0.35 -1.02
11 C 6.03 -3.81 -0.56
12 H 3.03 -4.01 -3.64
13 H 3.37 0.03 1.24
14 H -2.61 -2.23 -4.02
15 H 0.87 0.63 4.99
16 H -2.78 1.55 -4.03
17 H 4.74 0.56 -1.93
18 H -1.62 -2.69 -2.61
19 H 3.14 -5.54 -0.81
20 Ge 1.37 -3.20 -1.32
21 H -0.84 5.21 0.62
22 H 7.09 -3.97 -0.40
23 C -4.76 -0.21 2.64
24 H -5.31 -3.73 -0.34
25 C 3.32 0.66 3.86
26 C 1.08 -4.43 -2.84
27 C -5.73 0.73 2.33
28 Pt -0.15 0.08 -1.23
29 H 0.65 -6.68 -5.98
30 H -4.39 -0.28 3.66
31 C -5.68 -0.03 0.03
32 H -0.81 3.91 5.06
33 H -3.77 -3.72 0.58
34 As -1.19 -0.29 -3.27
35 Si -0.72 3.93 -2.96
36 C -4.24 -1.06 1.68
37 H 1.66 -1.13 -2.90
38 C -0.16 -5.07 0.31
39 H -6.94 1.54 0.75
40 H 4.01 -1.32 2.17
41 H 2.57 5.43 -1.23
42 H 1.74 -1.30 5.02
43 C 0.26 -3.74 0.20
44 H 3.86 0.95 -4.60
45 H -3.44 -1.75 1.92
46 H -1.04 3.62 1.38
47 C -0.28 -0.17 -4.98
48 H 0.60 -0.80 -4.96
49 C 2.42 3.00 1.46
50 C 3.90 3.81 -2.90
51 H 2.57 1.97 1.14
52 H 5.53 -5.90 -0.44
53 C 3.10 -0.80 1.88
54 H 4.83 3.59 -3.44
55 C -0.92 1.09 1.73
56 O 0.95 0.28 0.49
57 C 2.04 5.49 -0.29
58 H -1.17 -6.52 -4.30
59 H 0.00 0.83 -5.29
60 C -4.24 -3.57 -0.39
61 C -0.25 -5.96 -4.17
62 C 1.01 0.33 2.90
63 C 5.16 -4.89 -0.58
64 C 4.17 -2.33 -0.96
65 H -1.18 -6.54 1.50
66 H -1.00 -0.59 -5.68
67 H -7.36 1.67 3.38
68 H 3.80 -1.33 -1.12
69 H -3.18 4.29 -2.89
70 C 3.93 1.09 -1.42
71 C -6.19 0.81 1.01
72 H 1.55 -2.30 3.57
73 H 0.28 -1.85 1.18
74 H -3.60 1.44 4.72
75 H -0.37 6.17 -1.87
76 H -1.23 1.99 7.49
77 H 3.50 1.55 3.25
78 C 2.19 -1.55 4.05
79 H 1.29 6.28 -0.38
80 C -1.76 3.41 5.24
81 C -0.10 5.70 -2.82
82 H -6.03 0.04 -0.99
83 H -0.58 6.26 -3.63
84 H -3.41 1.58 6.47
85 C -1.56 1.90 5.37
86 H 2.49 -1.49 1.30
87 H -5.92 1.40 4.37
88 H 2.75 -5.41 -5.63
89 C -0.04 -2.88 1.24
90 Ge 0.79 2.53 -1.66
91 C 0.34 0.77 4.05
92 H -2.82 0.13 5.63
93 C -1.56 1.52 2.87
94 C -2.93 1.22 5.55
95 C -0.78 3.57 -4.80
96 C 3.29 -3.40 -0.98
97 H 0.26 2.12 6.55
98 H 6.20 -1.68 -0.74
99 C -0.90 1.38 4.09
100 H 2.03 2.97 2.48
101 O -2.44 -1.68 -0.69
102 H 0.08 -5.79 -0.46
103 H -3.45 -0.08 -4.25
104 H 2.76 5.80 0.47
105 H -0.09 4.87 2.18
106 Br -1.93 1.29 0.11
107 H -0.54 0.55 6.75
108 H -2.75 2.73 -2.19
109 H 0.98 5.79 -2.94
110 H 4.34 1.65 -0.58
111 Si 1.23 3.90 0.31
112 C 0.37 0.54 1.66
113 H -1.69 -4.96 3.34
114 C -2.90 0.57 -3.57
115 C -0.87 -5.51 1.43
116 C -0.74 -3.30 2.36
117 C -1.63 -2.16 -3.55
118 C -1.16 -4.62 2.46
119 H -2.53 4.20 -1.25
120 H 3.33 4.52 -3.50
121 H -1.56 4.18 -5.27
122 C -0.34 4.44 1.21
123 H 4.28 0.18 4.04
124 H -0.88 -2.59 -4.22
125 H -3.79 -4.23 -1.13
126 H 3.15 -2.02 4.24
127 H -2.20 3.82 6.15
128 C 1.94 -5.34 -4.91
129 C -0.71 1.62 6.61
130 H -1.00 2.53 -5.03
131 C 0.77 -6.05 -5.10
132 H -0.91 -5.08 -2.34
133 C 3.80 -4.69 -0.79
134 C 5.53 -2.53 -0.75
135 H 2.93 0.99 4.83
136 H -2.43 3.66 4.41
137 C -0.10 -5.15 -3.05
138 H 3.39 3.50 1.49
139 S -3.91 -1.88 -0.92
140 H -3.45 0.68 -2.64
141 C 2.38 -0.32 3.15
142 H -0.93 -2.60 3.16
143 H -5.94 2.70 3.17
144 H -2.55 1.94 2.81
145 C -2.46 3.77 -2.26
146 Si 3.00 2.19 -2.62

---

[3]
ORCA calculation (ωB97M-V with the def2-TZVPD basis set) on a molecular structure, C53H83CaNOP2Sb2Si2.

Properties
Total charge: 0
Kohn-Sham gap in eV: 6.801
Energy above the lowest of the compared OMol25 structures with the same formula, charge and spin in kJ/mol: 100.8

Positions of all 145 atoms, in Å:
1 H 4.27 -2.13 3.38
2 H -0.08 5.22 -0.35
3 H -0.91 0.12 -2.53
4 C 1.31 -7.04 -0.33
5 H -0.81 0.58 5.56
6 H 5.90 -2.19 -3.13
7 H 3.57 4.51 2.96
8 H -3.71 1.45 2.13
9 H 2.47 -3.82 -2.51
10 C 5.54 0.27 -2.05
11 O 0.18 -1.11 2.44
12 H 2.35 -1.75 4.91
13 H 2.20 -0.03 4.54
14 H -1.37 -5.62 -2.06
15 C 3.80 0.91 0.36
16 H 2.93 -0.06 -2.90
17 H -2.59 8.56 -1.95
18 H 2.91 4.35 0.62
19 C -2.36 1.65 -2.16
20 C -0.40 -5.20 -2.33
21 C -4.07 -4.34 -1.25
22 C -2.36 -6.49 0.69
23 C -1.56 0.86 -2.98
24 H 5.91 -3.36 0.31
25 C -3.76 5.70 0.34
26 C 2.61 -4.67 -1.84
27 H -4.22 -1.48 3.24
28 H -2.17 3.21 1.32
29 H 6.31 0.32 -1.27
30 H 2.30 -7.12 0.10
31 C -0.54 4.39 -0.90
32 H 0.30 1.97 4.06
33 H -2.20 -7.29 1.42
34 C 5.51 -2.19 -2.10
35 H 6.64 -0.92 0.80
36 C 1.96 3.27 3.67
37 C 2.31 3.85 1.36
38 H 0.09 -5.86 -3.05
39 H -0.21 -3.19 5.58
40 N -1.94 4.27 -0.53
41 H 6.05 0.23 -3.02
42 C 5.96 -1.03 1.65
43 H 6.51 -1.56 2.45
44 H -0.47 4.63 -1.96
45 H -6.02 0.96 2.79
46 H 4.62 4.80 -4.29
47 H -1.60 0.64 3.98
48 H 2.01 5.60 -1.02
49 C -2.24 6.56 -1.30
50 P 0.58 2.91 -0.73
51 C 2.40 2.74 -2.78
52 C -0.44 -2.99 4.53
53 H -3.85 -2.99 -2.94
54 C 2.69 3.93 2.69
55 C -6.63 0.35 0.82
56 C -3.19 2.78 -4.13
57 H -5.06 -2.47 -1.77
58 C 3.86 4.46 -3.60
59 H 3.36 -0.79 2.69
60 H -0.56 -4.23 -2.80
61 C 1.67 -0.89 4.96
62 H -3.80 3.25 -2.13
63 H 4.06 -0.88 -3.98
64 H -2.09 -0.56 5.17
65 C 4.69 -1.80 1.27
66 C 5.08 -3.26 1.02
67 C -2.47 3.18 0.26
68 H 3.72 6.35 -2.59
69 Si 3.69 -0.94 -0.16
70 H 2.78 -5.57 -2.44
71 C -2.64 5.49 -0.48
72 Ca 0.89 -1.12 0.49
73 H -0.35 1.78 1.72
74 H -5.29 7.03 0.98
75 H -1.51 -3.19 4.39
76 C -1.58 1.01 -4.36
77 H 4.97 1.21 -2.00
78 C -4.63 -3.35 -2.26
79 C -4.42 1.11 1.38
80 C -6.22 0.16 -0.49
81 C 3.58 -0.93 -2.99
82 C -5.72 0.82 1.76
83 H 0.59 -7.51 0.35
84 P -2.27 1.41 -0.35
85 C 1.91 3.59 -1.80
86 C 3.38 3.17 -3.67
87 C 4.64 -0.96 -1.88
88 H 4.82 1.27 0.45
89 C -1.23 -0.03 4.76
90 H 2.26 3.33 4.71
91 H -4.86 -4.76 -0.62
92 H -4.58 8.89 -0.50
93 C -4.10 -2.55 1.35
94 H 1.47 -0.69 6.01
95 H -3.59 -5.18 -1.76
96 H 5.73 -0.03 2.02
97 H 3.31 1.08 1.33
98 H 6.38 -2.20 -1.44
99 H -4.09 4.95 1.04
100 H 2.89 -2.46 2.33
101 H -5.42 -3.79 -2.87
102 H 0.12 -3.72 3.93
103 C -3.48 -1.97 2.61
104 H -4.81 -3.35 1.59
105 H -7.65 0.12 1.12
106 H 3.76 2.48 -4.42
107 H -3.31 -6.67 0.20
108 H -2.70 -1.24 2.37
109 H -2.41 2.10 -6.01
110 H 1.29 -7.54 -1.29
111 H -4.62 0.32 -1.90
112 H 2.01 1.74 -2.85
113 H -1.37 -4.96 1.88
114 C -2.93 7.76 -1.30
115 C 0.49 2.42 1.98
116 H 3.29 1.55 -0.36
117 H -3.11 -5.05 2.12
118 C -2.40 1.97 -4.93
119 C -4.92 0.46 -0.87
120 H 4.97 -3.13 -1.96
121 H -1.38 6.46 -1.95
122 C 0.86 2.51 3.31
123 H -6.92 -0.21 -1.23
124 C -2.32 -5.12 1.37
125 H -4.65 -1.80 0.78
126 Sb 0.88 -4.96 -0.62
127 C 3.75 -1.79 2.48
128 C -4.44 6.91 0.33
129 C -4.04 7.95 -0.50
130 H -1.58 -6.60 -0.07
131 Si 0.05 -1.24 4.06
132 H -3.83 3.54 -4.57
133 H -3.00 -2.76 3.20
134 H 2.95 -1.82 -2.97
135 H 3.48 -4.48 -1.23
136 H -3.55 3.30 0.25
137 C -3.17 2.62 -2.75
138 C 1.19 3.10 0.99
139 C 3.36 5.33 -2.64
140 H 5.40 -3.73 1.96
141 H -0.96 0.38 -4.98
142 C -4.00 0.94 0.06
143 Sb -2.63 -3.42 0.06
144 H 4.24 -3.85 0.64
145 C 2.39 4.91 -1.75

---

> Number 3 is which compound?

C53H83CaNOP2Sb2Si2

---

> Among the records above, which one has the highest total charge?

C53H82AsBrGe2O2PtSSi3

---

> What is the total charge in the first record?

0

---

> Which of these has the highest total charge?

C53H82AsBrGe2O2PtSSi3